# 1
Below is 2 unconnected molecules or ions with the total composition C3H11NO2, with properties calculated with ωB97M-V/def2-TZVPD.

The geometry in XYZ format:
```
17
Properties=species:S:1:pos:R:3:forces:R:3
H -0.98809 0.31786 -1.22306 -0.25 -0.23 -0.36
H -2.96298 -1.03741 -1.06641 -0.58 0.25 0.09
N 0.12127 -1.15785 0.41505 0.59 -0.24 -0.81
H 2.36117 1.27637 1.55493 -0.12 0.04 -0.44
O -0.82194 1.22852 -0.96411 0.02 -0.02 0.38
H -1.56437 -1.17275 -0.37229 -0.33 -0.54 -0.61
H 2.21964 -0.23987 2.28401 -0.24 -0.59 -0.15
O -2.09736 -1.41210 -1.17959 0.78 0.04 0.41
C 0.64030 0.17930 0.77047 -0.68 -0.73 1.37
H 1.22065 1.42670 -0.98607 0.24 -0.66 -0.03
H 0.41532 2.18459 0.31074 -0.14 0.10 -0.06
H 2.73860 -0.14886 0.56371 0.37 -0.08 0.10
C 2.06880 0.24515 1.32268 -0.11 0.46 -0.24
H 0.05776 -1.80087 1.19017 -0.06 0.37 0.56
H -0.04453 0.37535 1.60009 0.08 0.66 0.06
H 0.69370 -1.68365 -0.23641 0.17 0.32 -0.40
C 0.40061 1.26171 -0.27658 0.27 0.85 0.11
```
Positions in Å, forces in eV/Å.

* energy above the lowest of the compared OMol25 structures with the same formula, charge and spin: 0.271 eV
* charge: 0
* structure (SMILES): C[C@H](N)CO.O

# 2
Below is a molecular structure, C14H21F5IOP2Ru, with properties calculated with ωB97M-V/def2-TZVPD.

The geometry in XYZ format:
```
45
Properties=species:S:1:pos:R:3:forces:R:3
C -2.56438 -0.24570 4.29835 -1.89 0.56 0.43
C -2.36200 -0.43360 -0.19275 -8.33 0.55 -5.39
C 1.11691 2.77583 -0.60206 0.52 -0.51 0.54
Ru -0.68033 -0.32262 0.49202 3.48 0.21 0.23
H 1.57720 0.08938 -1.33401 -2.37 -0.24 -1.66
C -0.02942 -0.87268 3.27523 0.27 -0.12 0.09
C -0.28676 -1.05152 4.60471 1.17 -0.48 1.63
H 0.49389 2.11272 3.03336 -0.09 0.20 0.36
C -2.32249 -0.06478 2.94424 0.31 -0.02 -0.07
F 0.72432 -1.42399 5.44389 -1.56 0.38 -1.04
H -1.41613 3.09806 1.93886 -0.31 0.00 0.42
C -0.76516 -3.15853 -1.71327 -0.02 -0.07 1.10
H 1.87695 1.37238 2.26979 0.52 -0.18 0.21
H 0.36128 3.18994 -1.25538 0.14 0.39 -0.40
C -1.56573 -0.77942 5.11895 0.06 0.46 2.12
H 1.88421 -2.45573 1.11036 -0.11 -0.24 -0.59
H -1.23357 3.79766 0.33904 -0.31 -0.24 0.06
H -1.74511 -4.15130 0.68626 0.38 0.02 0.82
C 1.59705 -2.77487 0.09134 -0.28 -0.11 -0.33
H 1.72886 3.55922 -0.07875 -0.61 -0.70 -0.81
H -1.86004 -2.94256 -1.75788 0.89 -0.20 -0.38
C -1.01866 -0.39412 2.40685 -1.33 0.15 1.05
H -1.20912 -3.06454 2.08479 0.09 -0.61 -0.54
H -0.16168 -2.68033 -2.50463 -0.57 -0.52 0.20
C -0.89721 -3.64816 1.19765 -0.16 0.17 -0.70
F -3.77588 0.13464 4.82649 2.07 -0.77 -0.74
H -0.58578 -4.24426 -1.63548 -0.15 0.33 -0.62
P 0.16606 1.84616 0.66009 0.44 1.94 1.05
P -0.20710 -2.53450 -0.08142 0.65 -0.16 0.42
I 2.17295 0.11876 -3.90110 0.86 0.38 -1.00
O -3.34936 -0.40434 -0.86740 4.44 -0.43 3.23
H 0.24196 1.14624 -2.29881 0.05 -0.99 0.19
H 0.30964 -0.76068 -2.65624 -0.16 1.09 1.58
H -0.06854 -4.33310 1.42550 -0.59 -0.12 0.17
H -2.19471 2.25280 0.55707 -0.08 0.56 0.10
H 1.73611 2.04409 -1.15164 0.10 1.01 0.32
H 1.78305 -3.85852 -0.04136 0.40 0.61 -0.10
H 2.10032 -2.12632 -0.65612 0.02 -0.71 0.41
F -1.75683 -0.86297 6.47161 0.21 0.01 -2.52
C -1.34840 2.85633 0.89133 0.51 0.01 -0.53
F -3.35401 0.43856 2.17884 1.80 -0.77 0.92
C 0.72966 0.16477 -2.15890 1.50 -0.64 0.54
C 1.16796 2.17929 2.19353 -0.15 -0.07 -1.10
F 1.23925 -1.16869 2.83998 -1.32 0.42 0.13
H 1.69796 3.15050 2.11366 -0.50 -0.56 0.20
```
Positions in Å, forces in eV/Å.

* 2S+1: 6
* energy above the lowest of the compared OMol25 structures with the same formula, charge and spin: 0.882 eV
* charge: +2
* <S²>: 8.80

# 3
Below is C5H8N2 in the gas phase, with properties calculated with ωB97M-V/def2-TZVPD.

The geometry in XYZ format:
```
15
Properties=species:S:1:pos:R:3:forces:R:3
C 1.28096 -0.06000 0.41156 0.14 0.14 -0.05
C -0.88367 -0.16789 -0.03875 0.77 -0.48 0.54
N 0.28955 -0.98707 0.30195 -0.11 0.60 -0.05
H -0.76854 2.66825 -1.50145 -0.03 -0.01 0.21
C -0.41322 1.11480 -0.09171 -0.10 -0.07 -0.12
H -1.96523 -0.32945 0.06219 0.84 -1.03 -0.33
C -1.15518 2.35203 -0.52430 0.02 -0.05 0.07
H 0.25039 -3.09299 0.93345 -0.28 0.37 -0.11
H -0.99532 3.17419 0.17928 0.02 -0.12 -0.08
H 0.76322 -2.84220 -0.75102 -0.33 0.33 0.11
H 1.83258 -2.44580 0.56924 -0.62 0.43 -0.07
H -2.23560 2.20576 -0.64322 0.25 -0.18 0.13
C 0.77155 -2.41025 0.25701 -0.39 0.13 -0.02
H 2.30245 -0.35596 0.62996 -0.21 -0.02 -0.04
N 0.92606 1.17656 0.20579 0.02 -0.05 -0.20
```
Positions in Å, forces in eV/Å.

* energy above the lowest of the compared OMol25 structures with the same formula, charge and spin: 0.783 eV
* charge: 0
* structure (SMILES): Cc1cn(C)cn1

# 4
Below is a gas-phase ion, C2H5N2OS2 (charge +1), with properties calculated with ωB97M-V/def2-TZVPD.

The geometry in XYZ format:
```
12
Properties=species:S:1:pos:R:3:forces:R:3
H -0.98885 -1.04637 2.00677 -0.68 0.73 0.04
H 2.65902 1.29124 -0.63034 -0.81 -0.43 -0.68
S 0.38728 1.44467 -1.71140 -1.83 -0.25 1.48
H 2.68253 -0.63454 -1.79774 1.57 -0.49 -1.04
N -1.44185 -0.34650 1.40380 2.25 -1.30 0.75
C -0.59783 0.17668 0.50602 -1.64 0.24 -0.42
H -1.55972 0.14089 -1.42189 -1.24 -1.20 0.06
O 1.90804 -0.62386 -1.27456 -0.55 0.53 1.25
S 0.99385 0.57344 1.03446 0.51 -0.25 -1.72
C 1.75114 0.66082 -0.82093 -1.52 -0.41 2.00
H -2.43307 -0.35977 1.36666 -0.74 0.08 -0.57
N -1.05444 0.56049 -0.68315 4.68 2.75 -1.14
```
Positions in Å, forces in eV/Å.

* energy above the lowest of the compared OMol25 structures with the same formula, charge and spin: 1.245 eV
* charge: +1

# 5
Below is 2 unconnected molecules or ions with the total composition C4H10NO2, with properties calculated with ωB97M-V/def2-TZVPD.

The geometry in XYZ format:
```
17
Properties=species:S:1:pos:R:3:forces:R:3
H -1.52001 -1.19514 0.32794 1.23 0.65 -0.02
H -2.23372 1.80917 0.19048 -0.74 -0.48 0.41
C -1.28977 -0.52935 2.40707 -0.43 1.52 -0.02
C -1.57785 0.97841 0.46158 0.71 -0.33 -0.55
H -1.83802 0.11039 3.09917 -0.27 -0.14 -0.11
N 3.31638 -1.32841 -2.91968 0.00 -0.59 0.01
O -0.04046 2.57520 -0.31284 -0.69 1.08 -0.04
C -0.19451 1.35357 0.15428 3.25 -0.04 -0.84
H -2.93714 -0.48221 0.72309 -0.06 0.10 1.25
C -1.86475 -0.33260 0.92772 -2.50 -0.31 -0.94
O 0.72353 0.56865 0.18722 -0.72 -0.52 0.53
H 4.07176 -1.99390 -2.78856 0.31 0.25 0.24
H -0.30480 -0.08336 2.35079 0.50 -0.88 0.35
H 3.62132 -0.72311 -3.67660 -0.21 -0.13 -0.04
H -1.40515 -1.55674 2.72670 0.37 -0.15 -0.33
H 2.58899 -1.95177 -3.26743 -0.14 0.49 -0.21
H 0.88419 2.78120 -0.59095 -0.60 -0.51 0.31
```
Positions in Å, forces in eV/Å.

* energy above the lowest of the compared OMol25 structures with the same formula, charge and spin: 4.520 eV
* charge: +1

# 6
Below is 2 unconnected molecules or ions with the total composition C7H9N2O, with properties calculated with ωB97M-V/def2-TZVPD.

The geometry in XYZ format:
```
19
Properties=species:S:1:pos:R:3:forces:R:3
H -0.88201 -2.71744 -2.68034 -0.12 -0.14 -0.27
C 0.97188 -2.02097 -0.51352 0.13 -0.13 -0.01
H 0.62988 -2.87856 0.06478 0.06 -0.03 0.04
C -0.05076 1.96561 1.75635 0.47 0.15 0.00
C 2.36432 1.53798 1.91590 1.20 -0.14 0.16
C -0.80477 -0.16001 -0.81383 0.94 0.78 1.21
H -2.00443 2.20887 1.41185 0.02 -0.12 -0.05
H 1.54660 -1.36707 0.13393 0.12 0.03 0.10
C -1.95308 -0.81472 -2.44786 0.41 -1.47 -0.65
H 1.62280 -2.38952 -1.30561 0.09 -0.02 0.08
H -2.75407 -0.76008 -3.15819 -0.13 0.11 -0.02
O -1.79698 0.21583 -1.58943 -0.23 0.54 0.26
C -1.01193 -1.76983 -2.19584 -0.34 0.33 -0.19
C -0.17300 -1.30906 -1.11521 -0.88 0.18 -0.33
N 1.13279 1.88568 1.87728 -1.49 -0.01 -0.30
H -1.38677 3.10029 2.75883 0.15 -0.07 -0.01
H 3.08344 2.09106 1.33411 0.09 0.09 -0.14
N -1.21864 2.44347 2.00267 -0.47 0.08 -0.01
H 2.68476 0.73847 2.56412 -0.03 -0.17 0.12
```
Positions in Å, forces in eV/Å.

* energy above the lowest of the compared OMol25 structures with the same formula, charge and spin: 6.583 eV
* charge: +1